1.
ORCA calculation (the ωB97M-V functional and the def2-TZVPD basis) on C4H5NO as an isolated structure.

Values from the calculation:
HOMO-LUMO gap (spin up / spin down)	8.5 / 8.5	eV
molecular weight	83.09	g/mol
total charge	0
highest occupied orbital energy (spin up / spin down)	-7.974 / -7.974	eV
multiplicity	1

XYZ file:
```
11
Properties=species:S:1:pos:R:3:forces:R:3:nbo_charge:R:1
C -0.9286 1.0218 -0.5446 -0.06 -0.30 -0.11 -0.41
H -1.9195 1.4181 -0.7345 0.21 -0.01 -0.09 0.23
C -0.4677 0.3815 0.6075 -0.04 -0.21 0.10 0.58
N 0.9294 0.3332 0.8274 -0.26 -0.06 0.18 -0.63
H 1.9876 0.1040 -1.0556 0.08 -0.03 0.18 0.22
C 1.1144 -0.2520 -0.5075 0.31 0.00 -0.33 -0.30
O -1.2223 -0.5906 1.1787 -0.01 -0.09 0.03 -0.68
C -0.1498 0.1967 -1.2960 0.28 0.39 -0.44 -0.10
H -1.6507 -0.9680 0.3845 -0.43 0.01 0.77 0.50
H 1.1507 -1.3493 -0.4497 -0.06 0.28 -0.13 0.21
H 1.1564 -0.2954 1.5896 -0.03 0.02 -0.13 0.38
```
Positions in Å, forces in eV/Å.

2.
ORCA calculation (the ωB97M-V functional and the def2-TZVPD basis) on one molecule with the formula C4H5NO.

Values from the calculation:
HOMO-LUMO gap	8.1	eV
molecular weight	83.09	g/mol
total charge	0
highest occupied orbital energy	-8.099	eV
multiplicity	1

XYZ file:
```
11
Properties=species:S:1:pos:R:3:forces:R:3:nbo_charge:R:1
C -0.1210 -1.6513 -0.9835 0.42 0.09 0.34 0.04
C -0.8923 0.6276 -0.1324 0.40 -0.11 0.12 0.08
H -2.5930 1.2756 -0.6836 0.07 0.12 0.03 0.48
H 1.8450 -0.2832 1.2736 -0.06 0.03 -0.13 0.40
C 0.2962 0.8201 0.4464 -0.16 0.01 -0.14 -0.10
N 1.2460 -0.2053 0.4642 -0.11 -0.03 0.03 -0.57
C 0.9266 -1.3756 -0.2080 -0.29 -0.01 -0.19 -0.34
O -1.7373 1.6489 -0.4473 -0.18 -0.01 0.04 -0.67
H -1.2546 -0.3879 -0.3521 0.04 0.04 -0.07 0.20
H 1.6525 -2.1907 -0.1853 -0.07 0.01 0.01 0.26
H 0.6235 1.7902 0.8063 -0.06 -0.13 -0.03 0.22
```
Positions in Å, forces in eV/Å.

3.
ORCA calculation (the ωB97M-V functional and the def2-TZVPD basis) on one molecule with the formula C4H5NO at a distorted geometry.

Values from the calculation:
HOMO-LUMO gap	10.8	eV
molecular weight	83.09	g/mol
total charge	0
highest occupied orbital energy	-10.459	eV
multiplicity	1

XYZ file:
```
11
Properties=species:S:1:pos:R:3:forces:R:3:nbo_charge:R:1
C 0.2125 -0.3134 0.2696 0.14 -0.06 -0.15 -0.41
N 1.6158 0.1378 -1.8642 0.16 -0.36 -0.59 -0.28
H -0.6782 1.0534 1.7220 0.01 -0.11 -0.14 0.23
C -0.8404 -1.2177 -0.3584 0.25 -0.17 -1.76 0.47
H -0.7093 1.6296 0.0371 0.04 -0.10 0.14 0.23
H 0.8209 -0.8892 0.9790 -0.19 -0.03 0.00 0.27
C -0.1240 1.0840 0.7822 -0.05 -0.01 0.04 -0.60
C 0.9864 -0.2474 -0.9861 1.38 2.13 0.90 0.23
H 0.8112 1.6257 0.9486 -0.18 -0.04 0.01 0.23
O -2.0377 -1.1416 -0.3194 1.46 -0.49 0.09 -0.48
H -0.0572 -1.7213 -1.2104 -3.02 -0.76 1.46 0.11
```
Positions in Å, forces in eV/Å.

4.
ORCA calculation (the ωB97M-V functional and the def2-TZVPD basis) on one molecule with the formula C4H5NO at a distorted geometry.

Values from the calculation:
HOMO-LUMO gap	8.7	eV
molecular weight	83.09	g/mol
total charge	0
highest occupied orbital energy	-8.019	eV
multiplicity	1

XYZ file:
```
11
Properties=species:S:1:pos:R:3:forces:R:3:nbo_charge:R:1
N 0.7202 -0.7247 0.4777 0.29 0.01 -1.86 -0.54
H -1.3645 1.0720 -1.2347 0.13 -0.01 0.03 0.22
C 1.0529 0.5991 1.0225 -1.06 -3.26 0.30 -0.24
H 0.9113 -0.0636 1.9214 1.19 2.93 1.87 0.26
H 1.3168 -1.5296 0.6344 -0.41 0.16 -0.04 0.42
H 0.0528 2.4988 0.5505 -0.09 -0.30 0.11 0.22
C -0.2453 -0.6423 -0.4384 0.34 0.18 -0.04 0.46
C -0.6123 0.6881 -0.5584 -0.10 0.20 -0.15 -0.40
C 0.1453 1.4298 0.3832 -0.20 -0.07 -0.05 -0.23
O -0.6573 -1.7793 -1.0476 -0.18 0.25 -0.25 -0.66
H -1.3197 -1.5484 -1.7105 0.08 -0.10 0.08 0.49
```
Positions in Å, forces in eV/Å.

5.
ORCA calculation (the ωB97M-V functional and the def2-TZVPD basis) on one molecule with the formula C4H5NO at a distorted geometry.

Values from the calculation:
HOMO-LUMO gap	10.3	eV
molecular weight	83.09	g/mol
total charge	0
highest occupied orbital energy	-9.947	eV
multiplicity	1

XYZ file:
```
11
Properties=species:S:1:pos:R:3:forces:R:3:nbo_charge:R:1
C -1.0513 -0.4815 -0.7340 -9.54 -3.57 -5.44 0.25
C 0.1393 -0.6575 0.1042 -1.22 -0.23 -3.90 -0.40
O 0.2877 1.4414 1.1728 -4.52 -0.64 0.10 -0.69
H -0.7416 1.1152 1.1456 3.51 2.11 0.43 0.48
H 2.1447 -0.6699 -0.5569 1.43 -0.06 -1.04 0.23
H 0.1343 -1.7094 0.1565 0.96 -1.19 0.68 0.26
H 1.1218 -0.2751 1.9361 1.14 0.47 -1.54 0.22
C 0.8997 0.2193 0.9409 -0.33 0.81 1.70 0.07
H 1.1188 0.9471 -1.1378 1.08 -1.06 0.71 0.27
C 1.4563 0.1184 -0.4616 -2.33 -0.76 1.90 -0.38
N -2.1063 -0.8759 -1.4319 9.80 4.13 6.40 -0.32
```
Positions in Å, forces in eV/Å.

6.
ORCA calculation (the ωB97M-V functional and the def2-TZVPD basis) on one molecule with the formula C4H5NO at a distorted geometry.

Values from the calculation:
HOMO-LUMO gap	11.6	eV
molecular weight	83.09	g/mol
total charge	0
highest occupied orbital energy	-10.803	eV
multiplicity	1

XYZ file:
```
11
Properties=species:S:1:pos:R:3:forces:R:3:nbo_charge:R:1
H 1.5685 0.4524 0.7219 -0.11 0.06 -0.11 0.20
H -1.1193 1.4383 -0.5438 0.13 -0.15 0.00 0.19
H -1.1597 -1.1505 -1.0611 0.01 -0.03 0.17 0.26
C 0.9599 1.1177 0.1108 0.12 0.08 0.28 -0.11
C -0.0432 -1.5969 0.6597 0.83 -0.86 0.85 0.29
H -1.8779 -0.6581 0.4741 0.12 0.13 -0.08 0.26
H 1.1642 2.1826 0.2187 -0.09 -0.17 0.03 0.19
O 0.7401 0.6907 -1.2274 0.10 0.00 -0.24 -0.48
N 0.6296 -2.2868 1.3052 -0.83 0.92 -0.92 -0.32
C -0.9365 -0.7073 -0.0838 -0.07 0.04 -0.03 -0.54
C -0.3613 0.6783 -0.3428 -0.21 -0.03 0.05 0.06
```
Positions in Å, forces in eV/Å.

7.
ORCA calculation (the ωB97M-V functional and the def2-TZVPD basis) on one molecule with the formula C4H5NO at a distorted geometry.

Values from the calculation:
HOMO-LUMO gap	9.9	eV
molecular weight	83.09	g/mol
total charge	0
highest occupied orbital energy	-8.947	eV
multiplicity	1

XYZ file:
```
11
Properties=species:S:1:pos:R:3:forces:R:3:nbo_charge:R:1
C 0.3161 -0.1135 0.3946 -0.41 0.39 -0.54 0.23
H 1.5532 1.4950 0.9813 0.01 0.06 0.00 0.23
O 0.7465 -1.4054 0.7126 -0.35 -0.36 -0.04 -0.45
H -3.0125 -0.2195 -0.0804 0.20 -0.24 -0.08 0.35
N -2.2216 0.2356 0.3648 -0.63 0.70 0.08 -0.65
H 0.6903 1.7446 -0.5438 -0.01 0.04 0.01 0.24
C 1.2194 1.0128 0.0630 0.04 -0.15 0.04 -0.65
C -0.2414 -1.3142 -0.3629 0.34 0.14 0.46 -0.03
C -1.1256 -0.3413 0.2644 0.79 -0.66 0.32 0.27
H 2.0950 0.6467 -0.4729 0.00 -0.01 -0.01 0.23
H -0.0194 -1.7409 -1.3207 0.01 0.08 -0.23 0.22
```
Positions in Å, forces in eV/Å.

8.
ORCA calculation (the ωB97M-V functional and the def2-TZVPD basis) on one molecule with the formula C4H5NO at a distorted geometry.

Values from the calculation:
HOMO-LUMO gap	10.7	eV
molecular weight	83.09	g/mol
total charge	0
highest occupied orbital energy	-10.128	eV
multiplicity	1

XYZ file:
```
11
Properties=species:S:1:pos:R:3:forces:R:3:nbo_charge:R:1
C -0.5150 0.6859 -0.2485 1.96 -1.07 0.83 0.65
H 1.2274 1.8328 0.9428 -1.29 0.18 0.22 0.27
N 2.9836 0.2899 -0.8071 0.20 -0.02 0.03 -0.31
C 0.9138 0.8537 0.5623 -2.44 0.87 -0.15 -0.64
H -1.6798 -0.9068 -1.0588 -1.34 -0.08 -0.90 0.24
H -1.2385 -1.0876 0.6431 -0.25 -0.51 0.69 0.24
H 0.5847 0.1836 1.3258 0.97 -0.48 1.18 0.25
C -0.9425 -0.7747 -0.3310 2.05 1.28 -0.02 -0.72
O -1.1503 1.5886 -0.6294 -1.06 1.86 -0.69 -0.49
H -0.0434 -1.2805 -0.6629 0.12 -0.64 0.18 0.23
C 2.0705 0.5108 -0.1477 1.07 -1.40 -1.38 0.27
```
Positions in Å, forces in eV/Å.

9.
ORCA calculation (the ωB97M-V functional and the def2-TZVPD basis) on one molecule with the formula C4H5NO.

Values from the calculation:
HOMO-LUMO gap	9.7	eV
molecular weight	83.09	g/mol
total charge	0
highest occupied orbital energy	-8.820	eV
multiplicity	1

XYZ file:
```
11
Properties=species:S:1:pos:R:3:forces:R:3:nbo_charge:R:1
C 0.8006 -0.1393 -0.1048 0.14 -0.01 -0.04 -0.24
H 1.4459 1.6557 1.1157 -0.10 -0.06 0.01 0.26
C -0.9695 -1.0197 -1.3361 0.04 -0.01 0.23 -0.04
C 0.6566 0.9325 0.9468 -0.12 0.06 0.12 -0.57
H -0.5610 -0.5796 -2.2582 0.03 -0.03 0.18 0.14
H -1.8964 -1.5879 -1.4240 0.12 0.07 0.02 0.18
O -1.3351 1.1414 2.4150 0.77 -0.11 -0.59 -0.46
H 1.1016 0.3110 -1.0661 -0.11 -0.07 0.10 0.17
N -0.4320 -0.9006 -0.1989 -0.15 -0.01 -0.42 -0.39
C -0.4051 1.0232 1.7186 -0.54 0.10 0.42 0.73
H 1.5943 -0.8367 0.1919 -0.09 0.06 -0.04 0.21
```
Positions in Å, forces in eV/Å.

10.
ORCA calculation (the ωB97M-V functional and the def2-TZVPD basis) on one molecule with the formula C4H5NO at a distorted geometry.

Values from the calculation:
HOMO-LUMO gap	9.4	eV
molecular weight	83.09	g/mol
total charge	0
highest occupied orbital energy	-8.671	eV
multiplicity	1

XYZ file:
```
11
Properties=species:S:1:pos:R:3:forces:R:3:nbo_charge:R:1
O -0.9350 -2.2179 -0.7105 0.61 0.72 0.86 -0.56
N -1.4314 -0.3044 0.6025 -0.46 0.26 -0.56 -0.63
C 1.1000 0.4419 -1.1223 0.12 0.16 0.04 -0.36
C -0.8058 -1.2523 -0.0050 -0.07 -0.23 0.82 0.75
C 0.7790 0.8567 0.1053 -0.10 0.01 -0.34 -0.24
H -2.3623 -0.0544 0.8756 -0.42 0.37 -0.13 0.40
H 0.9096 -0.5819 -1.4416 -0.19 0.32 -0.04 0.21
C -0.0683 0.0112 0.9699 0.31 -0.54 -0.18 -0.17
H 1.1998 1.7857 0.4961 -0.37 0.01 -0.12 0.20
H 1.5802 1.0979 -1.8378 0.24 -0.06 0.12 0.20
H 0.0359 0.2163 2.0541 0.34 -1.03 -0.49 0.20
```
Positions in Å, forces in eV/Å.

11.
ORCA calculation (the ωB97M-V functional and the def2-TZVPD basis) on one molecule with the formula C4H5NO at a distorted geometry.

Values from the calculation:
HOMO-LUMO gap	8.2	eV
molecular weight	83.09	g/mol
total charge	0
highest occupied orbital energy	-7.223	eV
multiplicity	1

XYZ file:
```
11
Properties=species:S:1:pos:R:3:forces:R:3:nbo_charge:R:1
H -2.0455 -1.3985 -0.4354 -0.67 0.42 0.19 0.41
N -1.2965 -0.7597 -0.2724 -0.27 5.19 2.01 -0.55
C -0.0332 -1.1102 -0.4876 1.76 0.92 0.25 -0.09
C -1.1701 0.7544 0.3736 -1.65 -4.10 -1.15 -0.06
H 2.5713 0.6226 0.0422 -0.05 -0.28 -0.13 0.47
H 0.2463 -2.0636 -0.8879 0.06 -0.18 -0.18 0.21
O 2.1509 -0.1694 -0.3175 1.25 0.22 0.15 -0.67
C 0.1394 0.9816 0.5028 0.22 -0.71 -0.89 -0.35
H 0.6085 1.8362 0.9534 -0.08 0.29 -0.06 0.23
H -1.9768 1.4012 0.6336 -0.73 -0.39 -0.01 0.21
C 0.8158 -0.0914 -0.1055 0.16 -1.37 -0.17 0.18
```
Positions in Å, forces in eV/Å.

12.
ORCA calculation (the ωB97M-V functional and the def2-TZVPD basis) on a 2-piece molecular cluster, C4H5NO overall.

Values from the calculation:
HOMO-LUMO gap	10.7	eV
molecular weight	83.09	g/mol
total charge	0
highest occupied orbital energy	-10.368	eV
multiplicity	1

XYZ file:
```
11
Properties=species:S:1:pos:R:3:forces:R:3:nbo_charge:R:1
C 0.7652 0.6991 1.0215 0.45 -0.02 0.29 0.37
H -2.1331 0.4981 0.6728 -0.17 -0.12 -0.09 0.33
C 1.1680 0.3891 -0.3591 0.72 0.13 -0.67 -0.12
C 1.6206 0.2643 -1.4718 -0.23 0.13 0.77 -0.18
H 2.0634 0.1605 -2.4370 -0.13 -0.04 0.07 0.24
O 1.2130 0.1271 1.9807 0.01 0.30 -0.39 -0.48
H -1.5441 -0.6979 -1.1712 -0.05 -0.05 0.08 0.16
H -0.4934 -1.7626 -0.0590 -0.26 0.05 -0.03 0.17
C -1.2042 -0.9366 -0.1597 -0.14 0.02 0.30 -0.03
H 0.0651 1.5487 1.0971 0.14 -0.08 0.08 0.14
N -1.5207 -0.2899 0.8858 -0.34 -0.31 -0.42 -0.61
```
Positions in Å, forces in eV/Å.